Entry 1:
Below is a structure of composition C6H11NO at a distorted geometry, with properties calculated with ωB97M-V/def2-TZVPD.

XYZ file:
```
19
C6H11NO (ωB97M-V/def2-TZVPD)
C 0.40 0.16 -2.04
C -0.02 0.26 -0.59
C 1.01 0.88 0.43
C 0.17 0.64 1.78
C -0.93 -0.04 1.21
C -0.45 -1.04 0.07
H 1.32 -0.30 -2.28
H -0.47 -0.30 -2.72
H 0.76 1.15 -2.35
H 1.99 0.52 0.27
H 1.16 1.90 0.05
H 0.68 0.05 2.51
H -0.20 1.62 2.16
H -1.71 -0.26 1.93
H -2.09 0.68 -0.64
H -1.24 -1.52 -0.36
H 0.29 -3.41 -0.10
N -1.32 0.87 0.10
O 0.64 -1.86 0.56
```

Computed properties:
* max |F|: 5.6 eV/Å
* energy relative to the best compared isomer or geometry (same formula, charge and spin): 166.98 kcal/mol
* calculated total energy: -364.965364 Ha
* HOMO level: -8.8587 eV

***

Entry 2:
Below is an isolated molecule of C6H11NO2 at a distorted geometry, with properties calculated with ωB97M-V/def2-TZVPD.

XYZ file:
```
20
C6H11NO2 (ωB97M-V/def2-TZVPD)
H -1.87 -1.93 1.51
N -2.60 -1.28 1.23
C -2.11 -0.22 0.69
O -3.09 0.52 0.17
C -0.85 -0.15 -0.11
C -0.08 1.20 -0.07
C 1.23 0.40 0.01
C 1.93 0.24 -1.34
O 2.11 0.92 0.98
C 0.41 -0.85 0.42
H -3.87 -0.25 0.28
H -1.07 -0.44 -1.15
H -0.26 1.73 0.87
H -0.21 1.88 -0.92
H 1.24 -0.15 -2.10
H 2.31 1.21 -1.68
H 2.77 -0.46 -1.25
H 2.93 0.41 0.98
H 0.69 -1.82 -0.02
H 0.39 -0.94 1.52
```

Computed properties:
* max |F|: 4.5 eV/Å
* energy relative to the best compared isomer or geometry (same formula, charge and spin): 54.31 kcal/mol
* calculated total energy: -440.400689 Ha
* SMILES string: [H]/N=C(/O)[C@H]1C[C@@](C)(O)C1
* HOMO level: -9.9587 eV

***

Entry 3:
Below is a cluster of 2 separate species, C6H11NO2 in total at a distorted geometry, with properties calculated with ωB97M-V/def2-TZVPD.

XYZ file:
```
20
C6H11NO2 (ωB97M-V/def2-TZVPD)
C 0.82 -0.54 1.70
C 0.70 -0.49 0.18
C 1.20 -1.64 -0.48
O 1.34 0.70 -0.36
H 2.22 0.45 -0.73
H 1.81 -0.86 2.00
H 0.65 0.44 2.16
H 0.11 -1.27 2.09
H 1.20 -1.69 -1.56
H 1.54 -2.50 0.07
C -1.34 0.05 -1.64
C -1.02 0.09 -0.17
C -0.36 2.08 0.09
N -2.00 -0.06 0.64
O -0.49 2.88 -0.75
H -1.72 0.02 1.62
H -0.38 2.20 1.18
H -0.44 0.26 -2.22
H -1.75 -0.92 -1.93
H -2.08 0.81 -1.88
```

Computed properties:
* max |F|: 2.2 eV/Å
* energy relative to the best compared isomer or geometry (same formula, charge and spin): 145.88 kcal/mol
* calculated total energy: -440.254759 Ha
* HOMO level (spin up / spin down): -8.1261 / -7.6721 eV